Entry 1:
This record from the OMol25 dataset describes C25H38N2O5 in the gas phase. The level of theory is ωB97M-V/def2-TZVPD.

Structure (XYZ):
```
70
C25H38N2O5 (ωB97M-V/def2-TZVPD)
C -8.03 -0.81 0.75
C -7.55 0.61 0.48
C -6.18 0.62 -0.19
O -5.25 0.14 0.77
C -3.97 -0.17 0.42
C -3.27 -0.89 1.39
C -1.95 -1.26 1.22
C -1.30 -0.94 0.05
C 0.15 -1.31 -0.22
C 0.92 -0.03 -0.59
O 1.05 0.32 -1.74
N 1.37 0.66 0.47
C 2.21 1.82 0.27
C 1.66 3.07 0.95
C 2.54 4.27 0.61
C 3.98 4.02 1.04
C 4.53 2.75 0.38
C 3.65 1.55 0.73
C 1.06 0.20 1.81
C 1.24 -1.31 1.94
O 1.74 -1.82 2.93
N 0.78 -1.99 0.88
C 0.97 -3.43 0.85
C 2.43 -3.81 0.60
C 2.96 -3.38 -0.77
O 3.08 -1.98 -0.81
C 3.63 -1.48 -2.02
C 5.15 -1.56 -2.06
C -1.98 -0.23 -0.93
C -3.30 0.17 -0.77
O -3.97 0.90 -1.71
C -3.30 1.25 -2.90
H -7.32 -1.33 1.37
H -8.15 -1.36 -0.18
H -8.99 -0.80 1.26
H -8.26 1.13 -0.17
H -7.49 1.16 1.42
H -5.92 1.64 -0.49
H -6.18 -0.02 -1.08
H -3.80 -1.13 2.30
H -1.45 -1.81 2.00
H 0.20 -1.95 -1.10
H 2.22 1.98 -0.81
H 1.64 2.93 2.03
H 0.63 3.25 0.61
H 2.15 5.16 1.10
H 2.51 4.44 -0.47
H 4.60 4.87 0.78
H 4.02 3.90 2.13
H 5.55 2.57 0.72
H 4.55 2.89 -0.70
H 4.02 0.65 0.24
H 3.68 1.38 1.81
H 1.72 0.68 2.53
H 0.02 0.45 2.07
H 0.32 -3.85 0.08
H 0.68 -3.83 1.82
H 2.53 -4.90 0.68
H 3.04 -3.35 1.37
H 3.94 -3.85 -0.93
H 2.28 -3.73 -1.57
H 3.20 -2.02 -2.87
H 3.31 -0.44 -2.07
H 5.49 -2.60 -2.08
H 5.58 -1.07 -1.19
H 5.51 -1.06 -2.96
H -1.44 0.02 -1.83
H -3.01 0.37 -3.48
H -4.02 1.83 -3.48
H -2.42 1.86 -2.70
```

Relative energy (zero: lowest compared OMol25 entry of this formula, charge and spin), eV: 0.132
Total energy, hartree: -1461.15652
HOMO, eV: -8.1
M, g mol⁻¹: 446.59
Structure (SMILES): CCCOc1ccc([C@H]2C(=O)N(C3CCCCC3)CC(=O)N2CCCOCC)cc1OC

Entry 2:
This record from the OMol25 dataset describes a molecular structure, C25H38N5O8PmS in a non-equilibrium geometry. The level of theory is ωB97M-V/def2-TZVPD.

Structure (XYZ):
```
78
C25H38N5O8PmS (ωB97M-V/def2-TZVPD)
Pm -0.74 0.66 -0.08
O -0.58 1.08 -4.56
C -0.72 0.75 -3.38
O -0.59 1.51 -2.36
C -1.07 -0.70 -3.05
C -1.18 -1.67 -4.01
C -1.49 -3.01 -3.62
C -1.71 -3.26 -2.26
C -1.58 -2.24 -1.34
N -1.23 -0.96 -1.72
C -1.72 -2.43 0.14
O -1.94 -3.56 0.61
O -1.52 -1.37 0.85
H -1.02 -1.40 -5.04
H -1.58 -3.80 -4.35
H -1.96 -4.25 -1.89
C 1.33 -2.71 -0.01
N 1.43 -1.37 0.55
C 2.37 -0.57 -0.21
C 1.81 -1.48 1.96
C 1.50 -0.29 2.86
N 0.08 -0.07 3.11
C -0.55 -1.23 3.71
C -0.04 1.08 4.00
H 2.30 -3.23 0.04
H 1.00 -2.68 -1.05
H 0.58 -3.28 0.54
H 3.29 -1.15 -0.42
H 2.65 0.31 0.38
H 1.20 -0.86 -1.85
H 2.90 -1.68 2.04
H 1.30 -2.36 2.36
H 1.90 0.62 2.43
H 2.02 -0.48 3.83
H 0.07 -1.67 4.51
H -0.78 -1.97 2.95
H -1.50 -0.92 4.16
H 0.49 0.90 4.95
H -1.10 1.25 4.23
H 0.34 1.98 3.53
C -4.21 -0.94 2.36
C -4.31 0.57 2.58
S -2.94 1.43 1.63
O -3.22 0.93 0.24
C -3.73 3.08 1.78
C -3.20 3.79 3.02
H -5.09 -1.45 2.75
H -3.32 -1.36 2.81
H -4.13 -1.14 1.29
H -4.19 0.85 3.63
H -5.26 0.95 2.21
H -4.81 2.96 1.80
H -3.43 3.59 0.87
H -3.48 3.24 3.92
H -3.59 4.80 3.10
H -2.11 3.84 2.96
C 2.61 -1.97 -3.43
C 3.19 -0.59 -3.35
C 4.18 -0.19 -4.24
C 4.69 1.10 -4.22
C 4.16 2.02 -3.32
C 3.15 1.66 -2.43
C 2.50 2.70 -1.57
C 2.70 0.33 -2.41
N 1.74 -0.10 -1.45
H 3.09 -2.54 -4.22
H 1.54 -1.92 -3.64
H 2.74 -2.53 -2.49
H 4.55 -0.91 -4.97
H 5.46 1.39 -4.91
H 4.51 3.04 -3.34
H 2.92 3.69 -1.79
H 2.61 2.50 -0.51
H 1.43 2.71 -1.78
O 0.75 1.85 0.92
N -0.10 2.89 1.04
O -0.03 3.60 2.10
O -1.31 2.67 0.50
```

Charge: -2
Expectation value of S²: 6.32
Relative energy (zero: lowest compared OMol25 entry of this formula, charge and spin), eV: 4.650
Total energy, hartree: -2857.60757
HOMO (alpha / beta), eV: 1.3 / 1.7
M, g mol⁻¹: 713.67
2S+1: 5